No. 1
Computed, not measured: a structure of composition C44H42ClFN7NaO8S at a distorted geometry, with ωB97M-V with the def2-TZVPD basis set.

Results
- M (g mol⁻¹) = 906.37
- LUMO (eV) = 2.81
- HOMO (Ha) = 0.00603
- charge = -2
- orbital gap (eV) = 2.643

Atoms and positions in Å:
Cl -6.58743 2.20491 3.19314
S 2.44295 -1.71018 0.24490
Na -0.23319 0.65483 -0.10099
F 0.19484 3.72542 -6.74194
O -1.62707 -1.13665 -0.19414
O -5.19665 4.74398 -0.30065
O -0.03122 1.18676 2.09144
O -2.90883 3.76587 -1.11881
O -6.62229 4.46439 1.39267
O -1.66295 2.02680 -0.53875
O 1.43808 -0.93716 -0.52690
O -0.22201 -1.32194 1.90706
N 2.92741 6.73310 2.03375
N -4.18755 1.17458 2.39392
N -2.54084 -3.19417 -0.11302
N -3.24027 1.34291 1.45839
N 2.60467 2.38894 1.02302
N 0.68879 1.25283 4.21539
N 5.96332 4.78654 -0.53880
C 3.74175 4.66698 0.74589
C -1.44230 0.91451 -5.07331
C -4.70740 -0.12289 4.45129
C 3.28116 5.79963 1.44884
C 0.98372 2.26395 -5.01753
C 0.42540 -3.96287 -3.16054
C 0.00987 -0.90835 3.21636
C -3.98388 0.08369 3.27935
C -1.74663 -2.19856 0.36681
C 2.67669 -2.35933 -3.33030
C 3.84600 -0.59757 0.56694
C 6.48011 0.23498 -2.02596
C -2.63415 2.73657 -0.38299
C -1.22840 1.99229 -5.90903
C 0.80737 2.70459 4.10053
C 1.29554 -3.87349 -2.08822
C 0.90489 0.59883 5.48641
C -3.58458 2.38758 0.74515
C 3.79893 0.76715 -1.53471
C 2.42201 -3.05790 -2.15519
C -3.43880 -2.12272 4.91672
C 3.28187 -2.85060 -0.95698
C 3.08670 3.43244 0.87208
C -5.62646 4.16215 0.73543
C 4.51423 -0.04096 -0.65198
C -0.44293 0.42778 -4.16381
C -5.16163 2.13744 2.25186
C 5.75803 1.02618 -2.90705
C 0.65735 -3.21507 -4.30740
C -0.98337 -2.46304 1.67421
C -4.81663 2.95742 1.20249
C -0.01532 2.65587 -5.88795
C -3.23341 -2.98365 -1.37002
C -2.72509 -4.47743 0.51541
C 0.78201 1.18158 -4.18206
C -0.60425 -0.70032 -3.37062
C 5.85839 -0.29656 -0.90454
C -2.96735 -0.81417 2.94286
C 0.23468 0.60544 3.12012
C 4.41777 1.29121 -2.65743
C -2.70761 -1.90138 3.75727
C 1.80451 -2.44242 -4.40214
C 4.95981 4.73371 0.03488
C -4.43409 -1.22160 5.25436
H -5.47021 0.56904 4.75214
H -0.15132 3.14760 3.82956
H -2.40318 -0.62461 2.03849
H 4.52894 -1.17523 1.19487
H -3.78994 -4.67043 0.67682
H 3.39559 0.21321 1.15020
H 2.76232 0.99519 -1.32860
H 1.13702 3.10598 5.05606
H 4.24711 -2.41699 -1.21264
H -3.22635 -2.97587 5.54800
H 3.43181 -3.77079 -0.38784
H -2.01009 2.34238 -6.57481
H 1.91539 2.81954 -4.99496
H 0.14895 -0.98221 -2.64759
H -2.32907 -5.28058 -0.11580
H -1.92085 -2.59892 3.49083
H -4.31579 -3.00231 -1.21537
H 1.57740 0.87446 -3.50935
H -2.41061 0.42454 -5.08179
H 0.87803 -1.42306 3.64793
H -1.69472 -2.65247 2.48991
H 3.85009 1.92048 -3.32968
H -1.51537 -1.28672 -3.40664
H -3.82306 4.23278 -0.86944
H 7.53073 0.04106 -2.20301
H -0.02946 0.39941 6.02322
H -2.93559 -2.02009 -1.77675
H 6.24206 1.45130 -3.77653
H 1.52189 1.24260 6.10932
H -0.46404 -4.57671 -3.08567
H 1.52149 2.96159 3.31953
H 1.99117 -1.85900 -5.29325
H -2.22559 -4.52694 1.47840
H -0.05707 -3.22407 -5.11850
H -0.85917 -1.09082 3.86492
H -0.33587 -3.34478 1.56697
H -2.96276 -3.76845 -2.08101
H -5.01176 -1.36430 6.15922
H 1.43849 -0.34410 5.36531
H 6.42599 -0.90455 -0.20716
H 3.55443 -1.72516 -3.39115
H 1.09875 -4.43486 -1.17935

Atoms 1-3, force components in eV/Å:
Cl 0.122 -0.205 0.126
S 0.077 -0.002 -0.045
Na 0.628 -0.681 -0.097

---

No. 2
Computed, not measured: a structure of composition C44H42CuIN3O2P2, with ωB97M-V with the def2-TZVPD basis set.

Results
- M (g mol⁻¹) = 897.24
- LUMO (alpha / beta) (eV) = -4.65 / -6.76
- HOMO (alpha / beta) (Ha) = -0.48256 / -0.50080
- charge = +2
- spin multiplicity = 2
- ⟨S²⟩ = 0.756
- orbital gap (alpha / beta) (eV) = 8.478 / 6.866

Atoms and positions in Å:
I 2.97659 3.12427 -3.21112
Cu 0.57194 0.45901 0.32100
P -0.39722 1.46395 2.19222
P -0.73095 -1.45061 -0.08387
O 1.46743 2.36765 0.06479
O -0.91686 -1.46265 2.79836
N 1.59120 0.02682 -1.29973
N 2.33039 -0.83633 -3.46253
N 3.58773 3.03655 0.38448
C -1.15899 -1.22909 -2.87658
C -3.28485 0.52508 -2.50695
C 2.13458 -4.95897 -0.82220
C 2.47297 -2.41666 -5.83034
C 2.48745 -3.92618 0.03477
C -2.42974 4.29214 0.09583
C 0.87809 3.85731 3.00878
C 2.30490 4.04089 -1.40451
C -1.58988 -0.33857 6.22833
C -4.01478 -3.57718 1.01493
C 3.37252 -1.87317 -3.55288
C -1.10934 -0.66244 3.90977
C -4.00187 -3.43771 2.39540
C 2.90033 -2.98029 -4.47973
C -1.99914 -2.14154 2.28123
C -1.02827 0.70954 3.71657
C -1.34712 -1.19526 5.16714
C 2.42441 3.07529 -0.26364
C -3.00242 -2.72246 3.03890
C 3.13207 2.48337 3.88567
C -1.83137 -0.70932 -3.97185
C -3.02719 -2.96609 0.26493
C -1.70716 2.54682 1.58640
C -2.62415 0.00113 -1.41038
C -2.01951 -2.23440 0.89494
C 0.91773 -4.92383 -1.48831
C 1.93586 4.54791 3.58737
C 3.05858 3.86468 4.02574
C -1.56144 -0.88697 -1.58889
C 1.94765 -0.38556 -2.32305
C -3.73618 4.12739 0.53885
C 0.41428 -2.80346 -0.46350
C 1.85461 -0.24847 -4.72313
C 2.08509 1.79371 3.30025
C 0.05566 -3.85567 -1.30367
C -3.02034 2.37296 2.01671
C -2.89317 0.16456 -3.78948
C -4.03059 3.16420 1.49195
C -1.41814 3.50059 0.60776
C 1.62991 -2.85354 0.21064
C 0.95186 2.47954 2.86385
C -1.58697 1.03863 6.04038
C -1.28181 1.55704 4.79751
C 1.39240 -1.35441 -5.65779
H 2.79882 -5.79909 -0.95750
H -1.77908 -0.75038 7.20903
H 2.06270 -3.50258 -4.01103
H 3.87085 4.40333 4.48990
H -4.10598 1.21159 -2.36254
H 2.69049 0.30117 -5.16925
H -1.53352 -0.99331 -4.97086
H 3.33753 -1.98210 -6.33829
H -0.40345 3.61629 0.25111
H 2.13768 0.71409 3.21434
H 4.36080 3.62655 0.12158
H -1.31250 -2.26311 5.32061
H -3.41815 0.56194 -4.64587
H -4.52274 4.75067 0.14156
H 0.48540 -1.81581 -5.25341
H -3.25883 1.62765 2.76415
H -3.05741 -3.02566 -0.81492
H 2.91345 4.93048 -1.26816
H 1.06187 0.46218 -4.48911
H 1.26192 4.30342 -1.55839
H -0.90453 -3.85762 -1.80365
H -4.77877 -3.89728 2.98917
H 0.00095 4.39674 2.67942
H 1.90831 -2.05825 0.89162
H 1.13152 -0.90918 -6.61726
H -2.20302 5.03867 -0.65147
H 3.70919 -3.70089 -4.59928
H -1.22438 2.63073 4.66546
H -5.04634 3.03287 1.83601
H 3.42129 -3.96441 0.57423
H 3.58186 -2.23434 -2.54548
H 1.87310 5.61823 3.70845
H 4.27539 -1.39479 -3.94815
H -4.79530 -4.14113 0.52960
H -1.79160 1.70120 6.86594
H 3.99779 1.94722 4.24642
H 3.68356 2.43631 1.19186
H -3.02235 -2.63314 4.11164
H -0.32606 -1.90191 -3.02801
H 2.10429 -3.21893 -6.46971
H -2.94441 0.27861 -0.41165
H 0.63288 -5.73623 -2.13944

Atoms 1-3, force components in eV/Å:
I 0.015 0.004 0.018
Cu -0.107 0.219 0.097
P 0.103 0.017 0.091

---

No. 3
Computed, not measured: a structure of composition C44H42GeN4O4PS2SeYb at a distorted geometry, with ωB97M-V with the def2-TZVPD basis set.

Results
- M (g mol⁻¹) = 1110.56
- LUMO (alpha / beta) (eV) = 3.83 / 3.83
- ΔE to the lowest compared entry with this formula, charge and spin (kJ/mol) = 225.0
- HOMO (alpha / beta) (Ha) = -0.06718 / -0.06713
- charge = -2
- spin multiplicity = 2
- ⟨S²⟩ = 0.751
- orbital gap (alpha / beta) (eV) = 5.663 / 5.661

Atoms and positions in Å:
Yb -1.71124 -0.14550 -1.12899
Se 1.86943 1.71806 -2.40336
Ge 4.21940 3.58138 -1.06963
S -1.58604 0.02550 -4.04625
S -3.41670 1.98239 -2.00114
P -1.17196 -0.98940 2.85706
O 0.46124 1.97101 1.18278
O -3.57281 -0.87464 -0.42515
O -1.61877 1.32337 0.54402
O 0.30844 -1.36279 -0.78547
N 0.70126 4.80404 -7.09608
N -1.30221 7.19560 -4.12786
N -1.86154 -2.59530 -1.71024
N -0.69137 -3.16854 -1.85118
C 1.34683 -0.32283 3.75994
C 1.95851 -4.35694 -2.17917
C -1.28503 1.74230 2.86580
C 3.90859 3.40810 0.91714
C -2.23018 3.16780 4.59533
C -3.94436 -3.88341 3.59767
C 0.02024 4.37172 -6.27502
C -0.82041 2.40569 -5.13883
C 3.22374 -4.90194 -2.07857
C -2.37354 2.57533 -3.26453
C -1.64515 0.60556 3.57822
C -2.85168 -4.77460 -2.38263
C -1.56758 1.73221 -4.15991
C 0.38727 -2.49133 -1.37938
C -2.23026 -2.17396 3.75094
C -1.35820 6.04380 -4.18445
C 0.81001 -2.68739 3.69272
C 5.46319 2.23789 -1.70813
C 4.97222 5.34311 -1.59679
C -1.40240 4.60425 -4.22708
C 3.95742 -3.05207 -0.71769
C 2.51899 -0.60136 4.43529
C -3.72745 -4.34178 4.90229
C -2.98259 -3.33592 -1.96888
C 2.78961 -1.92964 4.80316
C -0.77515 3.79669 -5.23019
C -2.70412 2.04442 5.25771
C -2.69669 -3.68889 5.59890
C -0.73591 1.65769 1.41233
C -5.78157 -0.86780 -1.43560
C 1.65362 -3.13816 -1.49399
C -4.19498 -2.70257 -1.84021
C -4.44554 -1.46014 -1.13233
C 2.55984 1.50858 -4.26692
C -2.20408 3.96263 -3.27633
C -3.29197 -2.77118 3.03894
C -1.55826 2.99551 3.41481
C 0.37886 -1.33783 3.61183
C -2.32236 0.77960 4.78771
C 4.22101 -4.22988 -1.36580
C 2.05423 -2.95139 4.30335
C 2.41908 3.56263 -1.96798
C -1.92773 -2.65422 5.04005
C 2.66189 -2.51292 -0.77416
H 4.77447 -2.55525 -0.15928
H -3.32586 -4.89088 -3.37601
H -5.71366 0.21327 -1.56222
H 2.36850 4.22633 -2.85007
H 4.84993 3.21222 1.43090
H -4.26887 -5.19188 5.37064
H -6.22306 -1.31442 -2.30020
H 1.13198 -4.82346 -2.72556
H -1.75216 -4.93762 -2.39602
H 5.29570 -4.59689 -1.33684
H 1.57751 3.79235 -1.24724
H 6.02265 5.48519 -1.22035
H -1.11094 -2.17445 5.58463
H -3.41748 2.00600 6.07349
H -2.45150 -3.93492 6.60491
H 4.34129 6.19431 -1.18604
H -2.73441 4.58931 -2.52342
H -6.47689 -1.04372 -0.59125
H 3.42323 4.37638 1.26476
H 2.38672 -1.57930 -0.29360
H -5.03720 -3.21665 -2.32437
H 0.23406 -3.49873 3.28060
H 3.17408 2.62489 1.09708
H 1.99122 0.68545 -4.68214
H -1.26173 3.86984 2.83211
H 5.09222 5.47452 -2.70811
H 3.62890 1.34222 -4.19431
H -4.59693 -4.44199 2.91804
H 4.89782 1.25778 -1.75662
H -0.23995 1.80931 -5.84792
H -3.43001 -2.53000 1.99013
H 6.30361 2.15242 -1.02989
H 3.18528 0.22094 4.71129
H 1.14054 0.67201 3.33266
H 5.81581 2.45908 -2.72147
H 3.45525 -5.82492 -2.56303
H -2.43185 4.17944 4.91959
H 3.61184 -2.08303 5.51918
H 2.35904 2.40198 -4.85744
H -2.63825 -0.05054 5.40607
H -3.25436 -5.41958 -1.62187
H 2.42832 -3.97951 4.48103

Atoms 1-3, force components in eV/Å:
Yb 0.259 -0.497 -0.687
Se -0.021 -0.090 -0.725
Ge -1.063 0.793 0.169

---

No. 4
Computed, not measured: a structure of composition C44H42IMgN11O3Te, with ωB97M-V with the def2-TZVPD basis set.

Results
- M (g mol⁻¹) = 1051.70
- LUMO (alpha / beta) (eV) = 1.93 / 1.13
- HOMO (alpha / beta) (Ha) = -0.19060 / -0.20085
- charge = -1
- spin multiplicity = 2
- ⟨S²⟩ = 0.760
- orbital gap (alpha / beta) (eV) = 7.114 / 6.599

Atoms and positions in Å:
I 1.64817 3.20569 2.24991
Te 0.07704 1.80219 -1.10169
Mg 0.56158 -0.83505 1.98528
O -1.30157 -1.45365 1.33649
O 4.63891 -2.93501 3.66488
O 0.19365 -0.30713 3.79683
N -0.29627 0.35833 0.50791
N -1.90597 -3.77073 3.04583
N 1.59964 -2.46436 1.28674
N 2.48804 0.10256 2.37258
N 1.12026 -2.09499 6.74454
N -3.15153 -3.16302 2.93171
N 1.71358 -4.81236 -2.44074
N -1.56397 -4.81233 2.33584
N -1.02418 -3.35622 3.90167
N 3.32047 -6.48798 1.44159
N 0.00708 -4.17248 3.76433
C -1.70782 -1.68868 -4.07909
C -3.68105 -0.70920 -0.22290
C 2.31500 -1.23294 4.37904
C 1.13767 2.29571 -4.26517
C -1.81464 4.67154 -0.83360
C -3.17942 1.39532 0.82680
C -0.02520 4.45040 -4.71292
C -0.34378 -5.04249 2.81511
C 4.77400 2.09287 -0.53120
C 5.01412 0.75556 -0.25105
C -4.50101 1.79090 0.66501
C 2.83309 -5.65577 0.80662
C -2.76760 0.14355 0.38810
C 3.05002 -0.54886 3.32615
C -1.37940 5.56309 -3.10681
C -2.43737 -0.53406 -3.85923
C -1.38717 -0.33721 0.71225
C 1.39965 -1.01992 -2.03532
C 4.42449 -2.52538 5.01021
C 3.29341 0.78649 1.44346
C -1.97496 0.49796 -3.04048
C 3.01607 -2.06186 5.28662
C 2.23381 -4.60924 0.06813
C -0.36834 3.44872 -2.55222
C 1.88863 -3.43744 0.73130
C -0.71978 0.36342 -2.44733
C 0.94971 -0.94928 4.62460
C 0.04718 -0.79760 -2.66088
C -4.99339 -0.30459 -0.40633
C -1.09957 6.63817 -5.36317
C 0.22610 3.41103 -3.81904
C -0.83158 5.52921 -4.37985
C 3.06984 2.13130 1.16109
C -2.89168 1.67578 -2.84591
C -0.96916 -0.98621 6.27972
C 3.80468 2.78270 0.18313
C 0.43105 -1.37183 5.90295
C 4.28128 0.10895 0.73069
C 2.37786 -2.47356 6.42087
C 1.94372 -4.73399 -1.31226
C -2.23757 -2.79845 -4.94682
C -1.15618 4.54209 -2.18688
C -5.40861 0.94210 0.04858
C -0.46505 -1.80467 -3.46700
H -3.41611 -0.42889 -4.31672
H -0.54708 6.48349 -6.28945
H 5.33496 2.60072 -1.30427
H -2.46000 2.04514 1.31039
H 0.57768 1.38405 -4.48152
H 3.60944 3.82613 -0.02388
H -1.62511 -2.92058 -5.84199
H -1.51538 3.87879 -0.14874
H -2.75065 2.41882 -3.63452
H -5.69597 -0.96276 -0.90197
H 0.43055 4.41399 -5.69744
H 1.29188 -1.30040 -0.98574
H -2.16119 6.69504 -5.61073
H -2.22230 -3.74983 -4.41374
H -0.95103 -0.24105 7.07821
H 5.76695 0.20885 -0.80338
H 2.01694 -0.11937 -2.06106
H -3.34383 -1.67672 -0.57503
H -1.55585 5.62536 -0.37091
H -6.43995 1.24757 -0.07449
H -1.49968 -1.86320 6.64743
H -3.92778 1.33832 -2.86970
H -3.40254 -3.29048 1.95446
H 1.67587 2.58613 -5.16721
H -2.72369 2.17415 -1.89250
H 4.66326 -3.33960 5.70164
H 5.14828 -1.72615 5.19170
H -2.95310 -2.17028 3.05070
H 4.13767 -0.54005 3.41122
H 0.12713 -2.70169 -3.61496
H 4.00873 -3.63717 3.46154
H 1.87281 2.04725 -3.49637
H -2.00250 6.40459 -2.81724
H 2.87229 -3.13469 7.12337
H -4.81983 2.76224 1.02053
H 0.28811 -5.83936 2.46323
H -0.80846 7.60699 -4.95392
H 1.92818 -1.82522 -2.54446
H -1.49465 -0.57229 5.42377
H 4.43380 -0.94344 0.93660
H -2.90265 4.63652 -0.92930
H -3.26117 -2.59798 -5.26223

Atoms 1-3, force components in eV/Å:
I -0.014 -0.044 -0.033
Te 0.016 0.115 -0.251
Mg 0.086 0.282 -0.131